Density functional theory data (wB97M-V/def2-TZVPD) for a molecular structure, C11H21EuF9O2P2 at a distorted geometry.

Positions of all 46 atoms, in Å:
1 Eu 0.246 -1.081 -0.770
2 P -1.790 -0.836 -2.443
3 P 2.315 -1.222 0.755
4 F 1.659 2.286 3.159
5 F -2.340 1.259 2.566
6 F 0.099 4.314 1.101
7 F -2.226 3.322 1.797
8 F 1.729 2.916 0.550
9 F -0.140 1.344 3.996
10 F -2.237 1.608 0.390
11 F -0.133 3.072 -0.640
12 F -0.145 3.508 3.557
13 O -2.002 -1.243 2.003
14 O 0.192 0.664 1.503
15 C 3.138 -2.529 -0.204
16 C -1.385 -0.967 1.074
17 C 1.891 -1.788 2.402
18 C 3.309 0.271 0.801
19 C -1.814 0.672 -3.454
20 C 0.373 3.071 0.638
21 C -1.781 2.052 1.615
22 C 0.292 2.299 3.132
23 C -0.199 1.933 1.657
24 C -3.439 -1.148 -1.762
25 C -1.344 -2.241 -3.529
26 H -3.710 -0.298 -1.105
27 H -2.551 0.452 -4.249
28 H -0.169 1.002 -0.956
29 H 3.494 0.629 -0.235
30 H -2.110 -2.239 -4.315
31 H 4.227 -0.096 1.293
32 H 2.887 -2.008 2.812
33 H 3.331 -2.162 -1.233
34 H -0.327 -2.084 -3.937
35 H -3.410 -2.082 -1.165
36 H 2.788 1.062 1.379
37 H 1.352 -0.982 2.938
38 H 4.051 -2.661 0.395
39 H -1.345 -3.175 -2.940
40 H -0.790 0.846 -3.853
41 H -2.100 1.520 -2.794
42 H 0.358 1.096 -0.481
43 H -4.085 -1.232 -2.651
44 H 1.255 -2.691 2.330
45 H 2.485 -3.423 -0.235
46 H 0.101 -3.012 -0.892

Strongest force on any atom in eV/A: 4.5
Spin multiplicity: 7
HOMO-LUMO gap (spin up / spin down) in eV: 7.1 / 7.8
HOMO energy (spin up / spin down) in eV: -12.019 / -11.812
M in Da: 570.2
<S²>: 12.123
Total charge: +1
DFT total energy in eV: -78195.3810

Löwdin atomic charge list, values in e, 6 entries:
1. Eu 1.228
2. P 0.612
3. P 0.612
4. F 0.135
5. F 0.145
6. F 0.159